Record 1
{"formula": "C28H55O2PdSi4Te", "method": "wB97M-V/def2-TZVPD", "total_charge": 1, "multiplicity": 5, "lumo_ev": [-3.1, -5.1], "gap_ev": [7.23, 5.26], "symbols": ["O", "C", "C", "H", "H", "C", "H", "H", "C", "H", "H", "H", "C", "H", "H", "H", "Pd", "C", "C", "C", "H", "C", "C", "H", "H", "H", "H", "C", "C", "C", "H", "C", "C", "H", "H", "H", "H", "O", "C", "C", "H", "H", "C", "H", "H", "C", "H", "H", "H", "H", "C", "Si", "C", "C", "Si", "Te", "Si", "C", "C", "C", "Si", "C", "C", "C", "H", "H", "H", "H", "H", "H", "H", "H", "H", "H", "H", "H", "H", "H", "H", "H", "H", "H", "H", "H", "H", "H", "H", "H", "H", "H", "H"], "xyz": [[-0.295, 0.611, -6.409], [-0.160, 1.870, -7.100], [0.076, 1.214, -8.457], [0.704, 2.426, -6.714], [-1.077, 2.467, -7.036], [0.015, -0.099, -7.645], [1.047, 1.424, -8.907], [-0.749, 1.341, -9.162], [1.329, -0.831, -7.595], [2.144, -0.160, -7.316], [1.547, -1.271, -8.579], [1.286, -1.640, -6.862], [-1.117, -1.028, -8.041], [-2.077, -0.502, -8.025], [-1.151, -1.875, -7.347], [-0.945, -1.422, -9.052], [-1.254, 0.532, -0.893], [-2.368, -0.838, 0.158], [-2.890, 0.482, 0.340], [-3.256, 0.984, -0.940], [-2.959, 1.013, 1.290], [-2.961, -0.020, -1.906], [-2.396, -1.142, -1.231], [-2.053, -2.074, -1.688], [-1.981, -1.481, 0.946], [-3.667, 1.971, -1.139], [-3.143, 0.056, -2.977], [1.056, -2.330, 0.907], [0.426, -3.292, 0.064], [0.871, -3.056, -1.267], [-0.249, -4.082, 0.391], [1.770, -1.946, -1.246], [1.867, -1.484, 0.094], [2.433, -0.621, 0.444], [0.946, -2.235, 1.982], [0.590, -3.630, -2.152], [2.319, -1.538, -2.094], [1.781, -0.095, -4.817], [0.530, -0.510, -4.234], [-0.270, 0.716, -3.774], [0.758, -1.149, -3.354], [-0.020, -1.138, -4.950], [0.757, 1.856, -3.771], [-0.626, 0.529, -2.729], [-1.121, 0.909, -4.431], [2.066, 1.207, -4.264], [0.894, 2.227, -2.750], [0.446, 2.693, -4.405], [2.725, 1.063, -3.387], [2.591, 1.825, -5.008], [3.609, 0.436, 4.743], [2.087, 1.285, 5.448], [2.091, 1.011, 7.314], [2.098, 3.142, 5.142], [0.245, 0.433, 4.245], [0.326, 1.236, 1.913], [0.070, -1.851, 4.867], [-0.383, -1.927, 6.696], [-1.267, -2.616, 3.785], [1.684, -2.784, 4.606], [-1.657, 1.486, 5.156], [-1.650, 1.395, 7.039], [-1.697, 3.295, 4.639], [-3.137, 0.590, 4.414], [4.459, 1.126, 4.851], [3.502, 0.191, 3.678], [3.843, -0.486, 5.293], [3.044, 1.419, 7.689], [1.281, 1.537, 7.833], [2.054, -0.051, 7.589], [2.019, 3.383, 4.075], [1.284, 3.654, 5.673], [3.056, 3.528, 5.520], [-1.462, -1.794, 6.853], [-0.113, -2.927, 7.068], [0.145, -1.191, 7.315], [-0.979, -2.637, 2.726], [-1.413, -3.658, 4.108], [-2.229, -2.095, 3.867], [1.627, -3.415, 3.707], [2.556, -2.126, 4.510], [1.847, -3.446, 5.469], [-0.778, 1.893, 7.481], [-2.548, 1.927, 7.391], [-1.694, 0.370, 7.427], [-1.309, 3.438, 3.622], [-2.747, 3.624, 4.661], [-1.121, 3.925, 5.331], [-2.995, 0.358, 3.350], [-3.356, -0.345, 4.946], [-4.010, 1.253, 4.507]], "lowdin_charge": [-0.15, -0.15, -0.06, 0.11, 0.12, -0.56, 0.12, 0.12, -0.02, 0.09, 0.10, 0.08, -0.02, 0.09, 0.08, 0.10, 0.86, -0.18, -0.22, -0.15, 0.09, -0.17, -0.15, 0.13, 0.10, 0.13, 0.13, -0.10, -0.10, -0.07, 0.10, -0.09, -0.14, 0.07, 0.05, 0.11, 0.10, -0.15, -0.18, -0.16, 0.08, 0.12, -0.14, 0.03, 0.11, -0.17, 0.10, 0.10, 0.12, 0.12, -0.23, 0.32, -0.20, -0.22, 0.02, 0.62, 0.36, -0.20, -0.21, -0.20, 0.33, -0.19, -0.22, -0.22, 0.04, 0.02, 0.03, 0.05, 0.02, 0.02, 0.02, 0.02, 0.04, 0.03, 0.04, 0.01, -0.01, 0.05, 0.02, 0.03, 0.01, 0.04, 0.02, 0.05, 0.02, 0.00, 0.04, 0.03, 0.00, 0.03, 0.04]}

Record 2
{"formula": "C34H31N5O2P2Se2Ti", "method": "wB97M-V/def2-TZVPD", "total_charge": 2, "lumo_ev": -7.9, "gap_ev": 4.65, "symbols": ["Ti", "C", "C", "C", "C", "C", "C", "C", "H", "H", "H", "H", "H", "H", "H", "H", "N", "N", "C", "O", "O", "H", "H", "H", "Se", "P", "C", "C", "C", "C", "C", "C", "C", "C", "C", "C", "C", "C", "C", "C", "N", "N", "N", "P", "Se", "C", "C", "C", "C", "C", "C", "C", "C", "C", "C", "C", "C", "H", "H", "H", "H", "H", "H", "H", "H", "H", "H", "H", "H", "H", "H", "H", "H", "H", "H", "H", "H"], "xyz": [[-0.055, 0.094, 0.091], [-2.490, -2.675, 0.184], [-1.569, -1.868, -0.677], [-0.212, -2.205, -0.826], [0.621, -1.479, -1.689], [0.143, -0.347, -2.351], [-1.193, 0.035, -2.170], [-2.032, -0.722, -1.349], [-3.501, -2.652, -0.219], [-2.521, -2.265, 1.195], [-2.159, -3.710, 0.247], [0.182, -3.062, -0.297], [1.648, -1.780, -1.818], [0.796, 0.237, -2.984], [-1.575, 0.931, -2.640], [-3.055, -0.400, -1.211], [2.814, -0.441, 0.254], [3.253, 0.872, 0.062], [2.374, 1.909, 0.047], [2.601, 3.066, -0.025], [1.068, 1.420, 0.131], [2.997, -0.736, 1.210], [3.336, -1.046, -0.371], [4.229, 1.110, 0.165], [-1.102, 5.952, 1.966], [-2.490, 4.573, 2.692], [-4.215, 4.957, 2.340], [-5.203, 3.972, 2.320], [-6.527, 4.326, 2.133], [-6.871, 5.662, 1.969], [-5.891, 6.641, 1.979], [-4.560, 6.292, 2.161], [-2.376, 4.202, 4.462], [-1.500, 4.943, 5.250], [-1.494, 4.781, 6.629], [-2.377, 3.894, 7.224], [-3.257, 3.154, 6.442], [-3.253, 3.300, 5.067], [-2.234, 2.965, 1.839], [-1.466, 1.825, 2.023], [-1.554, 1.129, 0.844], [-2.326, 1.826, -0.012], [-2.738, 2.894, 0.570], [-0.364, 1.098, 3.240], [0.055, -0.918, 2.350], [1.184, 1.975, 3.381], [2.395, 1.295, 3.540], [3.568, 2.016, 3.667], [3.544, 3.408, 3.624], [2.341, 4.080, 3.474], [1.158, 3.365, 3.366], [-1.131, 0.792, 4.804], [-0.456, 1.130, 5.975], [-0.987, 0.741, 7.196], [-2.164, 0.010, 7.238], [-2.842, -0.316, 6.066], [-2.330, 0.074, 4.846], [-4.945, 2.924, 2.422], [-7.292, 3.561, 2.109], [-7.908, 5.937, 1.825], [-6.158, 7.681, 1.841], [-3.789, 7.051, 2.158], [-0.848, 5.668, 4.777], [-0.821, 5.371, 7.237], [-2.393, 3.789, 8.302], [-3.959, 2.476, 6.910], [-3.964, 2.738, 4.473], [2.418, 0.212, 3.600], [4.506, 1.495, 3.813], [4.467, 3.966, 3.711], [2.310, 5.160, 3.425], [0.237, 3.912, 3.226], [0.470, 1.692, 5.939], [-0.474, 1.003, 8.111], [-2.565, -0.305, 8.193], [-3.765, -0.879, 6.112], [-2.849, -0.184, 3.929]], "lowdin_charge": [0.83, 0.00, -0.28, -0.08, -0.09, -0.06, -0.04, -0.04, 0.11, 0.08, 0.11, 0.15, 0.13, 0.15, 0.15, 0.14, 0.05, 0.03, -0.57, 0.19, -0.16, 0.09, 0.11, 0.17, 0.42, 0.52, -0.35, -0.10, -0.06, -0.06, -0.05, -0.09, -0.35, -0.10, -0.05, -0.06, -0.08, -0.09, -0.35, -0.36, -0.21, 0.01, 0.07, 0.82, 0.64, -0.37, -0.12, -0.06, -0.03, -0.03, -0.07, -0.38, -0.05, -0.05, -0.04, -0.05, -0.10, 0.09, 0.11, 0.11, 0.12, 0.07, 0.07, 0.12, 0.12, 0.11, 0.10, 0.08, 0.12, 0.12, 0.12, 0.02, 0.12, 0.12, 0.12, 0.12, 0.11]}